No. 1
The following is a quantum chemistry calculation of a single C4H7NO molecule, from OMol25.

Gap between HOMO and LUMO in eV: 10.76
Energy above the lowest of the compared OMol25 structures with the same formula, charge and spin in kJ/mol: 81.2
HOMO energy in eV: -9.796
Total energy in Ha: -286.6007
Net charge: 0
LUMO in eV: 0.96

Positions of all 13 atoms, in Å:
O (-0.3165, 2.1377, -0.2220)
N (-1.2415, 0.8825, 1.4235)
C (0.6126, -0.0415, 0.1738)
C (0.1097, -1.2924, -0.5009)
C (-0.3468, 1.1010, 0.4156)
C (0.9850, -0.3206, -1.2434)
H (0.5396, -2.2442, -0.1976)
H (1.3735, -0.1571, 0.9437)
H (-1.9355, 1.5922, 1.6007)
H (-1.3680, -0.0317, 1.8270)
H (2.0045, -0.6121, -1.4716)
H (0.5281, 0.3277, -1.9851)
H (-0.9447, -1.3417, -0.7638)

Forces on atoms 1 to 6 (eV/Å):
O -0.089 -0.295 0.242
N -0.048 0.088 0.020
C 0.067 0.088 0.061
C -0.135 -0.165 -0.034
C 0.037 0.027 -0.081
C 0.130 0.046 -0.169

Atomic partial charges in e from the Löwdin method, atoms 1 to 8: number 1, O, carries 0.0579; number 2, N, carries 0.1585; number 3, C, carries -0.2322; number 4, C, carries -0.1132; number 5, C, carries -0.5238; number 6, C, carries -0.1126; number 7, H, carries 0.0979; number 8, H, carries 0.1430

No. 2
The following is a quantum chemistry calculation of a single C4H7NO molecule, from OMol25.

Gap between HOMO and LUMO in eV: 7.90
Energy above the lowest of the compared OMol25 structures with the same formula, charge and spin in kJ/mol: 424.4
HOMO energy in eV: -7.055
Total energy in Ha: -286.4700
Net charge: 0
LUMO in eV: 0.84

Positions of all 13 atoms, in Å:
O (-1.4354, -2.0144, 0.2589)
N (0.1122, -0.5761, -0.6368)
C (-0.0833, 0.8070, -0.5460)
C (1.2303, 0.2550, -1.0130)
C (-0.2653, -1.7600, -0.3610)
C (-0.1825, 1.3608, 0.8529)
H (1.4918, 0.2791, -2.0708)
H (2.0876, 0.1426, -0.3361)
H (-1.1603, 1.1498, 1.3040)
H (0.5918, 0.9669, 1.5412)
H (-1.9249, -1.1822, 0.3510)
H (0.2894, -2.6425, -0.6546)
H (-0.0809, 2.4495, 0.8230)

Forces on atoms 1 to 6 (eV/Å):
O -0.045 0.222 -0.032
N -0.151 -0.362 0.128
C -0.061 0.026 0.134
C 0.321 -0.099 -0.187
C 0.202 0.149 -0.096
C -0.061 0.083 0.126

Atomic partial charges in e from the Löwdin method, atoms 1 to 8: number 1, O, carries 0.0589; number 2, N, carries -0.0883; number 3, C, carries -0.2489; number 4, C, carries -0.0870; number 5, C, carries -0.1652; number 6, C, carries -0.1202; number 7, H, carries 0.0951; number 8, H, carries 0.1077

No. 3
The following is a quantum chemistry calculation of a single C4H7NO molecule, from OMol25.

Gap between HOMO and LUMO in eV: 9.18
Energy above the lowest of the compared OMol25 structures with the same formula, charge and spin in kJ/mol: 485.3
HOMO energy in eV: -8.663
Total energy in Ha: -286.4468
Net charge: 0
LUMO in eV: 0.52

Positions of all 13 atoms, in Å:
O (-0.8871, -2.2360, 0.3785)
N (0.7374, 1.7620, 0.4710)
C (-0.7673, 0.4458, 0.1670)
C (0.2624, 0.5464, 1.2165)
C (-0.1926, -0.3741, -0.9801)
C (-0.5921, -1.8099, -0.7107)
H (-0.5837, -2.4703, -1.6006)
H (0.3850, 2.5710, 0.9724)
H (1.0470, -0.2152, 1.3002)
H (-0.5910, -0.0985, -1.9639)
H (-0.1098, 0.8168, 2.2078)
H (0.2364, 1.8107, -0.4247)
H (0.9119, -0.3928, -1.0727)

Forces on atoms 1 to 6 (eV/Å):
O 0.106 0.129 -0.391
N -0.069 -0.047 0.373
C 0.159 -0.270 0.034
C -0.071 -0.113 0.168
C -0.167 0.046 -0.009
C -0.041 -0.193 0.255

Atomic partial charges in e from the Löwdin method, atoms 1 to 8: number 1, O, carries 0.0578; number 2, N, carries 0.0359; number 3, C, carries -0.0176; number 4, C, carries -0.2963; number 5, C, carries -0.2320; number 6, C, carries -0.2647; number 7, H, carries 0.1219; number 8, H, carries 0.0883

No. 4
The following is a quantum chemistry calculation of a single C4H7NO molecule, from OMol25.

Gap between HOMO and LUMO in eV: 7.24
Energy above the lowest of the compared OMol25 structures with the same formula, charge and spin in kJ/mol: 490.8
HOMO energy in eV: -6.993
Total energy in Ha: -286.4447
Net charge: 0
LUMO in eV: 0.25

Positions of all 13 atoms, in Å:
O (1.2719, 1.6021, -0.3940)
N (1.5292, -0.7999, -0.4188)
C (-1.1606, -0.3925, -0.4911)
C (0.7973, 0.6089, 0.0685)
C (-1.7073, 0.6259, 0.4825)
C (-0.3341, 0.1120, 0.7676)
H (2.0262, -1.2880, 0.3257)
H (-0.8244, 0.1790, -1.3777)
H (-1.8120, 1.6775, 0.2144)
H (-0.1601, -0.6568, 1.5192)
H (2.1531, -0.6212, -1.2047)
H (-2.4515, 0.2904, 1.2065)
H (0.6722, -1.3374, -0.6982)

Forces on atoms 1 to 6 (eV/Å):
O -0.288 -0.553 0.285
N 0.153 -0.118 -0.083
C -0.242 0.071 -0.173
C 0.127 0.410 -0.256
C -0.067 0.168 0.155
C 0.063 -0.032 0.155

Atomic partial charges in e from the Löwdin method, atoms 1 to 8: number 1, O, carries 0.1036; number 2, N, carries 0.1913; number 3, C, carries -0.1380; number 4, C, carries -0.3902; number 5, C, carries -0.1867; number 6, C, carries -0.3152; number 7, H, carries 0.1383; number 8, H, carries 0.0450